1.
Below is a molecular structure, CH2I2S, with properties calculated with ωB97M-V with the def2-TZVPD basis set.

Output
HOMO-LUMO gap (alpha / beta): 5.56 / 5.54 eV
Molecular weight: 299.90 g mol⁻¹
Total energy: -1032.74031 hartree
Energy relative to the best compared isomer or geometry (same formula, charge and spin): 305.8 kJ/mol

```
! RIJCOSX wB97M-V def2-TZVPD def2/J DEFGRID3
* xyz 0 1
C -1.2529 -0.3925 -0.0670
S 0.9194 1.9078 0.0364
I -0.0940 -2.0629 0.0390
I 2.6057 0.2733 0.0547
H -1.1229 0.1652 0.8854
H -1.0553 0.1091 -0.9486
*
```

These are the Mulliken partial charges, in e, on atoms 1 to 4:
1 C -0.678
2 S -0.346
3 I 0.272
4 I 0.110

=====

2.
Below is C5H10O in the gas phase, with properties calculated with ωB97M-V with the def2-TZVPD basis set.

Output
HOMO-LUMO gap: 11.19 eV
Molecular weight: 86.13 g mol⁻¹
Structure (SMILES): C[C@@H](O)C1CC1
Total energy: -271.71692 hartree
Energy relative to the best compared isomer or geometry (same formula, charge and spin): 93.7 kJ/mol

```
! RIJCOSX wB97M-V def2-TZVPD def2/J DEFGRID3
* xyz 0 1
C 1.2771 1.2898 -1.1127
C 0.5711 0.0739 -0.5306
O 1.4629 -1.0156 -0.7102
C 0.2096 0.2602 0.9281
C -1.1541 0.7558 1.3148
C -0.7652 -0.6682 1.5970
H 2.0432 1.6596 -0.4222
H 0.5710 2.0992 -1.3186
H 1.7687 1.0024 -2.0456
H -0.3600 -0.1048 -1.0979
H 1.0126 -1.8133 -0.4084
H 1.0444 0.5935 1.5427
H -1.2447 1.4449 2.1501
H -1.8700 0.9287 0.5141
H -1.2346 -1.4506 1.0037
H -0.5720 -0.9506 2.6279
*
```

These are the Mulliken partial charges, in e, on atoms 1 to 4:
1 C -1.331
2 C 0.236
3 O -0.559
4 C -0.085

=====

3.
Below is 2 unconnected molecules or ions with the total composition C5H17N2OPSi, with properties calculated with ωB97M-V with the def2-TZVPD basis set.

Output
HOMO-LUMO gap: 8.84 eV
Molecular weight: 180.26 g mol⁻¹
Structure (SMILES): CN[Si](C)(C)C.CNP=O
Total energy: -1016.32613 hartree

```
! RIJCOSX wB97M-V def2-TZVPD def2/J DEFGRID3
* xyz 0 1
C -2.9380 2.9280 -0.7072
C -0.0558 0.7741 1.9029
C 2.3095 -2.1415 1.5369
C 2.2059 0.2714 -0.8362
C 0.3922 -2.4240 -0.7974
N -2.6370 1.5956 -1.2180
N -0.0765 -0.4470 1.1154
O -1.4770 0.0005 -2.9380
Si 1.2676 -1.0808 0.2236
P -1.2249 1.1568 -2.0611
H -2.7942 3.0162 0.3698
H -2.1653 3.5157 -1.1082
H -3.9311 3.2199 -1.0235
H 0.9350 1.0351 2.3592
H -0.4218 1.6767 1.3104
H -0.6938 0.7394 2.8885
H 2.9573 -2.9099 1.1849
H 2.8999 -1.4811 2.2328
H 1.4978 -2.5806 2.0933
H 1.5088 0.9856 -1.3171
H 2.9650 0.8071 -0.2089
H 2.8157 -0.4425 -1.3796
H 0.3973 -3.4776 -0.4208
H -0.5380 -2.2646 -1.3016
H 1.1244 -2.6550 -1.5248
H -3.3113 0.8864 -1.2370
H -1.0117 -0.7039 0.8616
*
```

These are the Mulliken partial charges, in e, on atoms 1 to 4:
1 C -0.742
2 C -0.836
3 C -1.121
4 C -0.813

=====

4.
Below is a molecular structure, C22H20F5N2O7P2ReS2, with properties calculated with ωB97M-V with the def2-TZVPD basis set.

Output
HOMO-LUMO gap (alpha / beta): 6.17 / 6.47 eV
Molecular weight: 831.69 g mol⁻¹
Total energy: -3543.53987 hartree

```
! RIJCOSX wB97M-V def2-TZVPD def2/J DEFGRID3
* xyz -1 2
Re 1.2163 -0.4350 -1.3684
C -2.2433 -0.9421 1.4925
N -0.8817 -0.4797 1.6844
C -0.8943 0.8618 2.2468
C 0.4648 1.5552 2.2136
N 0.7813 1.9960 0.8747
C 2.1738 2.3727 0.7110
C -0.1300 2.8708 0.2629
C -0.9574 3.7525 0.9604
C -1.8166 4.6113 0.2973
C -1.8589 4.6244 -1.0862
C -1.0654 3.7479 -1.7966
C -0.2303 2.8535 -1.1379
S 0.6961 1.7318 -2.1095
C -0.0747 -1.3515 2.4674
C -0.5835 -1.9233 3.6332
C 0.2027 -2.6817 4.4797
C 1.5367 -2.8908 4.1642
C 2.0446 -2.3635 2.9948
C 1.2595 -1.6004 2.1233
S 2.1492 -0.9920 0.7212
H -2.8716 -0.8300 2.3903
H -2.2355 -1.9882 1.1968
H -2.6906 -0.3553 0.6926
H -1.2490 0.8361 3.2952
H -1.6002 1.4503 1.6587
H 1.2478 0.8631 2.5268
H 0.4560 2.3946 2.9322
H 2.4549 3.1526 1.4322
H 2.3340 2.7490 -0.2948
H 2.8063 1.4980 0.8537
H -0.9258 3.7883 2.0389
H -2.4477 5.2845 0.8593
H -2.5165 5.3038 -1.6062
H -1.0965 3.7236 -2.8741
H -1.6174 -1.7461 3.8980
H -0.2163 -3.0882 5.3899
H 2.1726 -3.4679 4.8232
H 3.0757 -2.5222 2.7222
O 0.1196 -1.6896 -3.7885
P 1.7459 -1.9356 -3.6626
O 2.2138 -2.8098 -4.7342
O 1.9569 -2.2636 -2.2089
O 2.1613 -0.3639 -3.8613
P 3.5786 0.0883 -3.1274
O 3.6851 1.5757 -3.7460
O 4.7195 -0.7270 -3.5212
O 3.2203 0.2281 -1.6590
H -0.1320 -1.8516 -4.6940
H 2.9053 2.0983 -3.5528
F 0.2470 -3.2600 -0.3360
C -0.7832 -2.6625 -0.9537
C -0.7189 -1.2840 -1.2005
C -1.9021 -0.7655 -1.7361
F -2.0201 0.5624 -1.9332
C -3.0119 -1.5321 -2.0709
F -4.1095 -0.9516 -2.5949
C -2.9916 -2.9006 -1.8616
F -4.0484 -3.6627 -2.1924
C -1.8631 -3.4683 -1.2858
F -1.8393 -4.7901 -1.0442
*
```

These are the Mulliken partial charges, in e, on atoms 1 to 4:
1 Re 1.863
2 C -1.500
3 N 1.593
4 C -1.156

=====

Number 3 is which compound? C5H17N2OPSi

=====

Which of these has the highest total energy? C5H10O

=====

Repeat the first record exactly.
Below is a molecular structure, CH2I2S, with properties calculated with ωB97M-V with the def2-TZVPD basis set.

Output
HOMO-LUMO gap (alpha / beta): 5.56 / 5.54 eV
Molecular weight: 299.90 g mol⁻¹
Total energy: -1032.74031 hartree
Energy relative to the best compared isomer or geometry (same formula, charge and spin): 305.8 kJ/mol

```
! RIJCOSX wB97M-V def2-TZVPD def2/J DEFGRID3
* xyz 0 1
C -1.2529 -0.3925 -0.0670
S 0.9194 1.9078 0.0364
I -0.0940 -2.0629 0.0390
I 2.6057 0.2733 0.0547
H -1.1229 0.1652 0.8854
H -1.0553 0.1091 -0.9486
*
```

These are the Mulliken partial charges, in e, on atoms 1 to 4:
1 C -0.678
2 S -0.346
3 I 0.272
4 I 0.110